Formula: C2H5F2P
Source: OMol25
Level of theory: wB97M-V/def2-TZVPD

```
10
Properties=species:S:1:pos:R:3:forces:R:3:mulliken_spin:R:1
C 1.17739 -0.16739 0.12801 5.30 -2.29 -0.75 -0.03
C 0.07229 -0.98029 0.59420 0.26 -0.03 0.14 0.87
F -2.25882 1.80533 0.25059 0.06 -1.46 -1.16 0.04
F -1.15376 1.28267 -1.86925 -0.48 -0.47 0.47 0.04
P -2.19506 0.56707 -0.86263 -0.01 2.16 0.42 0.92
H 1.99837 -0.01435 0.99791 -1.76 -0.10 -1.48 0.10
H 1.89321 -0.80835 -0.65760 -1.97 1.76 1.71 0.00
H 1.03613 0.81523 -0.29992 -0.53 0.20 -0.02 0.03
H -0.52566 -0.45185 1.29239 -0.98 -0.15 0.62 0.00
H -0.04409 -2.04807 0.42631 0.10 0.39 0.05 0.04
```
Forces are in eV/Å.

Summary:
LUMO level (alpha / beta) = 0.755 / -1.156 eV
highest occupied orbital energy (alpha / beta) = -7.37 / -11.70 eV
multiplicity = 3
total charge = 0
E = -16876.5543 eV

***

Formula: C36H37NP2PbS
Source: OMol25
Level of theory: wB97M-V/def2-TZVPD

```
78
Properties=species:S:1:pos:R:3:forces:R:3:mulliken_charge:R:1
Pb 0.59542 0.58738 -1.34591 0.00 -1.88 0.89 0.97
C -0.36138 5.96849 -2.03599 0.03 0.36 0.33 0.11
C -0.87693 5.95130 -0.80023 0.67 0.22 -0.40 -0.30
C -2.20827 6.53334 -0.44112 -0.24 0.35 0.20 -1.23
C -3.37676 6.35710 -1.45885 0.06 0.45 0.69 -1.37
C -3.38628 5.19402 -2.40353 -0.25 -0.12 -1.00 0.05
C -2.79760 5.14743 -3.60921 -0.82 0.34 -0.04 -0.84
C -1.81120 6.12104 -4.17366 0.44 0.41 -0.10 -1.03
C -0.90697 6.83397 -3.13748 -0.46 0.09 -0.43 -1.21
C -0.56868 -1.30952 -0.88682 1.44 -0.98 -0.02 -1.72
H 0.56442 5.45539 -2.29009 -0.06 0.20 0.43 0.48
H -0.26633 5.62461 0.04938 -0.22 -0.43 -0.47 0.83
H -2.08653 7.61534 -0.26191 -0.09 -0.22 0.02 0.48
H -2.53548 6.12837 0.52490 0.16 -0.02 -0.10 0.19
H -4.29831 6.26601 -0.86156 0.26 0.19 -0.19 0.43
H -3.47057 7.30180 -2.01094 -0.04 -0.35 -0.08 0.33
H -4.13148 4.43060 -2.14973 0.28 0.15 -0.31 0.83
H -3.16642 4.45775 -4.37936 0.23 -0.04 0.64 0.97
H -2.34958 6.89712 -4.75034 0.13 -0.26 0.12 0.36
H -1.17317 5.60819 -4.91228 -0.21 0.00 0.23 0.33
H -0.04428 7.26738 -3.67950 -0.43 -0.09 0.26 0.51
H -1.48267 7.66996 -2.71171 0.36 -0.20 -0.06 0.30
H 0.21208 -2.06465 -0.95291 -0.23 -0.54 0.20 0.43
H -1.42449 -1.59546 -1.48370 -0.13 -0.08 -0.11 0.49
H -0.84744 -1.20696 0.15484 -0.14 -0.03 0.18 0.47
P 0.11876 2.61042 0.70098 0.98 -1.20 -0.48 0.56
P -2.24388 0.79359 -1.48501 0.75 -0.19 -0.45 0.54
C -1.49623 3.08123 0.07901 -1.24 -0.21 -0.90 -0.77
C -2.32252 2.42077 -0.79442 -0.59 1.96 0.82 -0.64
C 0.13830 3.05051 2.46467 -0.32 0.09 0.68 0.03
C -0.45884 4.22636 2.95771 0.34 -0.19 0.13 -0.03
C -0.37717 4.53674 4.32141 -0.06 -0.05 -0.17 -0.62
C 0.26346 3.66751 5.21047 0.07 -0.22 -0.47 -0.49
C 0.81672 2.47082 4.73088 -0.18 0.33 0.11 -0.58
C 0.73830 2.15228 3.37621 0.04 0.21 -0.49 -0.16
C 1.51558 3.53641 -0.09813 -0.12 0.48 -0.42 1.04
C 1.70563 3.46459 -1.50290 -0.05 0.13 0.08 -0.86
C 2.89949 3.89521 -2.08539 -0.02 0.28 0.15 -0.93
C 3.85608 4.55833 -1.31022 -0.16 -0.21 0.15 -0.51
C 3.65212 4.68853 0.06790 -0.06 -0.05 -0.18 -0.73
C 2.51273 4.15147 0.67762 -0.19 -0.14 -0.44 -0.67
C -3.82415 -0.03360 -1.08624 -0.33 0.35 0.11 0.50
C -4.10844 -0.23371 0.28058 -0.18 -0.19 -0.44 -0.67
C -5.23439 -0.96653 0.65986 -0.15 0.13 -0.28 -0.57
C -6.11641 -1.45174 -0.31669 0.37 -0.01 -0.16 -0.45
C -5.85383 -1.22366 -1.67595 0.06 0.08 0.28 -0.58
C -4.72035 -0.50227 -2.06602 0.16 0.00 0.47 -0.46
C -2.02988 0.85104 -3.31187 -0.12 0.16 0.00 0.49
C -1.35858 -0.21362 -3.95061 -0.10 0.17 0.27 -0.36
C -1.04586 -0.14291 -5.30349 -0.12 0.13 -0.11 -0.70
C -1.40623 0.98708 -6.04623 -0.05 0.07 0.10 -0.69
C -2.05595 2.05969 -5.41499 0.09 -0.24 -0.07 -0.17
C -2.36886 1.98676 -4.05528 0.06 -0.27 -0.05 -0.14
H -1.88469 3.98369 0.54940 -0.22 -0.07 -0.39 0.56
H -3.28189 2.89603 -1.01366 0.15 0.29 0.55 0.60
H -0.97565 4.90411 2.27173 0.23 -0.11 0.29 0.20
H -0.81408 5.47001 4.68469 0.11 -0.33 -0.10 0.40
H 0.32973 3.91325 6.27126 -0.03 -0.05 -0.32 0.37
H 1.31226 1.78988 5.42415 -0.17 0.14 -0.24 0.42
H 1.15452 1.21177 2.99607 -0.11 0.32 0.19 0.15
H 0.91267 3.09895 -2.17684 0.54 0.29 0.59 0.72
H 3.08479 3.72603 -3.15306 -0.23 0.24 0.42 0.42
H 4.74629 4.97583 -1.79181 -0.28 -0.25 0.30 0.39
H 4.39605 5.20171 0.67545 -0.18 -0.13 -0.10 0.41
H 2.37795 4.21170 1.75369 0.12 0.04 -0.11 0.38
H -3.45165 0.20002 1.03239 -0.01 -0.26 -0.08 0.35
H -5.43227 -1.16538 1.71580 0.07 0.15 -0.35 0.38
H -6.99874 -2.02442 -0.01548 0.35 0.21 -0.14 0.36
H -6.53373 -1.61650 -2.43508 0.18 0.19 0.24 0.38
H -4.53437 -0.28071 -3.11690 0.00 -0.20 0.22 0.40
H -1.06191 -1.08953 -3.37573 -0.12 0.18 -0.20 0.32
H -0.51245 -0.98034 -5.76362 -0.25 0.36 0.07 0.43
H -1.18234 1.02227 -7.11916 -0.07 0.08 0.50 0.37
H -2.32117 2.95273 -5.98992 0.08 -0.33 0.19 0.39
H -2.86826 2.80630 -3.54389 0.18 -0.32 -0.24 -0.02
S 1.95141 -0.73371 1.17951 0.00 1.44 -0.11 -0.27
C 2.03242 -2.37094 1.05080 0.15 -3.46 -0.64 0.24
N 2.09742 -3.54825 0.93262 -0.16 2.63 0.33 -0.61
```
Forces are in eV/Å.

Summary:
LUMO level = -0.450 eV
highest occupied orbital energy = -6.98 eV
total charge = 0
E = -74077.9945 eV

***

Formula: C4H6O4
Source: OMol25
Level of theory: wB97M-V/def2-TZVPD

```
14
Properties=species:S:1:pos:R:3:forces:R:3:mulliken_charge:R:1
O 0.60676 -1.56351 1.40129 1.97 1.65 -2.98 -0.63
C 0.74214 -0.86432 0.37075 -3.55 -0.37 1.83 0.73
O 1.66625 -0.76966 -0.57478 -1.24 -1.35 0.48 -0.31
C 1.08159 -0.20887 -1.80714 -1.24 -0.39 -0.83 -0.16
O -0.31621 0.42518 -1.53692 3.43 -2.20 3.37 -0.40
C -0.50894 0.02764 0.01455 -0.07 -4.05 -5.32 -0.29
C -0.86278 1.01606 0.93887 -0.70 6.41 0.04 -0.10
O -1.21366 0.42707 2.11180 1.67 -4.43 1.43 -0.50
H 0.96469 -1.04766 -2.72398 0.33 2.23 2.86 0.24
H 1.93470 0.47515 -1.91862 -1.13 0.58 -1.34 0.27
H -1.42330 -0.61933 0.12758 0.99 -0.31 -1.23 0.34
H 0.07831 1.75308 0.90509 -2.09 -0.67 0.95 0.20
H -1.90465 1.52630 0.69557 2.60 -0.16 -0.63 0.23
H -0.84490 -0.57714 1.99595 -0.97 3.08 1.38 0.39
```
Forces are in eV/Å.

Summary:
SMILES = O=C1OCO[C@@H]1CO
LUMO level = 0.616 eV
highest occupied orbital energy = -10.20 eV
total charge = 0
E = -12431.3775 eV

***

Formula: C10H25MnN5O2P
Source: OMol25
Level of theory: wB97M-V/def2-TZVPD

```
44
Properties=species:S:1:pos:R:3:forces:R:3:mulliken_spin:R:1
Mn 0.40781 1.58880 1.07395 1.45 1.03 -0.76 1.08
N 4.25341 3.21030 1.46875 0.15 -0.05 0.10 0.00
C 2.94341 2.99780 1.34905 -0.07 0.65 -0.31 0.00
O 2.41781 1.95320 1.76495 -1.02 -0.64 0.12 0.00
C 2.10011 4.06840 0.70455 -0.23 -0.21 -0.12 0.02
C 0.88881 3.44300 -0.00185 -0.31 -1.15 0.64 -0.11
H 4.84611 2.54380 1.93905 -0.13 -0.06 -0.01 0.00
H 4.67661 4.06040 1.13575 -0.12 -0.04 0.00 0.00
H 2.69911 4.68180 0.01975 0.02 -0.02 0.20 -0.01
H 1.75131 4.71750 1.51545 0.13 -0.01 0.00 0.00
H 1.21981 3.04010 -0.97325 -0.15 0.02 0.14 0.00
H 0.15001 4.22420 -0.19395 -0.09 -0.25 0.03 0.00
N -2.06909 2.74300 2.64285 1.60 -1.14 -0.55 0.00
C -1.13909 2.15250 2.24135 -0.79 1.26 -0.26 -0.01
H -2.79629 3.37230 2.90865 -0.13 -0.01 0.15 0.00
C -1.29509 -3.57570 0.58795 0.05 -0.20 -0.05 0.00
N -0.65699 -2.28950 0.76335 0.04 0.78 -0.77 0.00
C -0.80149 -1.74730 2.09915 0.18 0.28 0.21 0.00
P -0.29439 -1.28610 -0.51845 -1.12 -0.50 -0.62 -0.01
O 0.63751 -0.22180 -0.03715 0.30 1.02 0.90 0.02
N 0.36291 -2.11590 -1.77965 -0.31 0.29 0.74 0.00
C -0.41629 -2.88480 -2.72775 -0.18 -0.02 -0.27 0.00
C 1.75321 -2.51160 -1.64835 0.33 0.03 0.06 0.00
N -1.69199 -0.56740 -1.19605 0.91 -0.86 0.80 0.00
C -1.37389 0.71150 -1.78735 0.25 0.64 0.16 0.00
C -2.85669 -0.48340 -0.33725 -0.16 0.02 0.12 0.00
H -2.35069 -3.54560 0.87735 0.00 -0.01 -0.04 0.00
H -0.78789 -4.31500 1.21275 -0.07 -0.04 -0.06 0.00
H -1.22069 -3.88070 -0.45005 -0.05 -0.17 -0.05 0.00
H -1.85349 -1.62300 2.37755 0.01 0.02 -0.01 0.00
H -0.29559 -0.77650 2.16125 -0.14 -0.30 0.12 0.00
H -0.33229 -2.42450 2.81585 -0.01 0.04 0.02 0.00
H -1.44169 -2.52230 -2.71965 -0.01 -0.09 -0.11 0.00
H -0.40149 -3.95600 -2.50395 0.01 0.01 0.04 0.00
H 0.00171 -2.74950 -3.72845 -0.05 0.01 0.03 0.00
H 2.26581 -1.77170 -1.03545 0.14 -0.10 -0.08 0.00
H 2.20821 -2.53630 -2.64055 0.02 0.03 0.07 0.00
H 1.86851 -3.49710 -1.18645 -0.05 -0.02 -0.03 0.00
H -0.53309 0.58800 -2.46825 -0.01 0.23 -0.03 0.00
H -1.09509 1.47870 -1.00265 -0.25 -0.41 -0.66 0.00
H -2.24199 1.07920 -2.33305 0.05 0.06 -0.05 0.00
H -3.11459 -1.46740 0.04295 -0.07 -0.01 0.13 0.00
H -3.69439 -0.12110 -0.93395 -0.04 0.00 0.08 0.00
H -2.69799 0.21550 0.50105 -0.13 -0.09 -0.02 0.00
```
Forces are in eV/Å.

Summary:
LUMO level (alpha / beta) = -2.708 / -2.444 eV
highest occupied orbital energy (alpha / beta) = -11.65 / -11.42 eV
multiplicity = 2
total charge = +1
E = -62923.9589 eV

***

Formula: C19H62N8O12
Source: OMol25
Level of theory: wB97M-V/def2-TZVPD

```
101
Properties=species:S:1:pos:R:3:forces:R:3:mulliken_charge:R:1
N -3.34096 0.71537 1.82549 -0.87 -3.71 -1.09 -0.16
C -2.74751 1.79197 2.32585 5.07 -6.37 4.72 0.45
N -3.38176 2.82103 2.00758 -2.83 9.45 -0.73 -0.23
O -1.69036 1.59750 3.14848 -3.97 1.91 -3.23 -0.66
H -2.95275 -0.22394 2.02046 -0.28 1.14 -0.11 -0.16
H -4.13884 0.73530 1.16472 1.15 0.17 0.69 0.20
H -2.91507 3.76990 2.31217 -1.73 -2.52 -0.92 0.32
H -4.40210 2.83142 1.59675 3.28 0.00 1.13 0.24
N -2.61500 -2.03854 3.38940 -3.56 1.24 1.18 -0.42
C -1.37846 -2.35687 3.10778 1.35 -6.32 -5.27 0.52
N -0.48161 -1.68222 3.72972 4.98 2.55 2.13 -0.21
O -1.08918 -3.37130 2.22829 -1.17 4.77 3.73 -0.63
H -3.37091 -2.39213 2.80716 0.47 -0.12 0.57 0.26
H -2.82266 -1.44279 4.22248 0.11 -0.81 -1.48 0.19
H 0.56376 -1.75838 3.55541 -2.20 -0.94 0.21 -0.13
H -0.64442 -0.91557 4.39872 -0.62 -0.64 -0.90 0.24
N -1.82428 -0.21245 -4.47617 -1.43 6.94 -2.45 -0.33
C -2.35976 -0.56955 -3.36101 -4.75 3.74 4.71 0.59
N -2.08146 -1.82719 -3.11196 -0.03 -1.60 1.50 -0.55
O -3.15144 0.30316 -2.53841 4.19 -4.68 -4.33 -0.71
H -2.14248 0.75222 -4.80173 0.79 -1.88 0.77 0.40
H -1.40512 -0.70562 -5.18852 0.93 -1.82 -1.15 0.11
H -2.44601 -2.21303 -2.22867 1.09 0.00 -0.88 0.22
H -1.35917 -2.21452 -3.72707 -0.68 -0.52 1.02 0.15
N 1.48008 -2.32335 0.52101 -2.08 2.68 1.40 2.06
C 2.53291 -2.78585 -0.10148 0.54 4.08 -9.55 0.41
N 3.11887 -3.80706 0.41958 3.08 -3.60 1.54 -0.12
O 2.76409 -2.26638 -1.39623 -0.36 -3.25 6.43 -0.69
H 0.96021 -1.51956 0.05692 0.99 -1.37 0.40 -1.49
H 1.63953 -2.24869 1.51239 -0.70 -0.15 0.42 -0.28
H 3.87913 -4.28430 -0.07732 -0.63 0.76 0.19 0.33
H 2.85283 -4.27669 1.29995 -0.15 0.84 -0.93 0.22
C 2.78860 4.28816 1.76494 -0.80 -0.63 -3.02 -0.84
C 1.63019 3.67727 2.55436 0.28 2.38 -2.36 0.72
O 2.22136 3.25863 3.67148 0.89 -1.54 3.70 -0.59
H 2.40850 4.85449 0.86896 0.19 0.04 1.04 0.06
H 3.31056 3.49156 1.21837 0.46 0.03 0.65 0.08
H 3.47672 4.89612 2.35589 -0.37 -0.19 0.06 0.41
H 1.05699 2.85588 2.12989 0.10 0.24 -0.81 -0.45
H 0.98632 4.53554 2.74306 -0.76 -0.01 0.18 0.42
H 1.49396 2.97040 4.22206 0.12 -0.35 0.76 0.36
C 3.55580 -0.51236 2.47197 0.43 3.65 -0.05 -0.89
C 2.48694 -0.60411 3.54568 0.84 1.26 -1.60 0.49
O 2.27089 -1.96324 3.59977 -1.92 -1.99 0.00 -0.62
H 4.24849 -1.26250 2.70213 1.39 -0.94 0.22 0.46
H 4.05489 0.50221 2.51739 -0.26 -1.03 -0.05 0.27
H 3.27393 -0.62618 1.42793 -0.58 -0.19 0.14 -0.01
H 1.55500 -0.10156 3.23410 0.33 0.01 0.38 -0.39
H 2.84735 -0.26578 4.51471 -0.11 0.52 -0.05 0.43
H 2.83836 -2.32352 4.25327 0.62 -0.82 0.85 0.32
C -0.27710 5.24571 -0.98215 0.97 -2.18 0.89 -1.43
C -0.51701 3.89196 -0.17271 4.50 3.46 -0.78 1.50
O -1.70170 3.44180 -0.48706 -4.76 -2.73 1.46 -0.57
H -1.03326 5.96857 -0.71676 -0.06 0.30 0.10 0.44
H -0.31507 5.01051 -2.05046 0.01 0.24 0.13 0.31
H 0.74889 5.53688 -0.67947 -0.60 0.41 -0.44 0.23
H -0.23707 4.13839 0.87729 -0.89 -0.33 -0.15 0.15
H 0.19254 3.14378 -0.50716 1.03 0.02 -0.04 -0.79
H -1.85685 2.67953 0.14711 -0.31 1.07 -1.53 0.03
C -4.54095 -2.37180 -1.24050 -1.03 -2.23 -0.72 -0.98
C -3.38619 -3.39823 -0.96296 -1.60 1.00 0.35 -0.83
O -2.35843 -2.65583 -0.38874 -0.66 1.64 -0.56 0.14
H -5.52757 -2.84506 -0.93668 1.08 0.69 -0.54 0.32
H -4.60295 -1.97777 -2.25583 -0.09 -0.55 -0.20 0.35
H -4.39953 -1.47050 -0.71586 0.39 0.85 1.24 0.23
H -3.03588 -4.01433 -1.78190 -0.09 0.16 -0.82 0.40
H -3.74250 -4.11434 -0.26727 -0.50 -0.77 0.93 0.45
H -1.69763 -3.24180 -0.09312 1.89 -1.32 1.14 -0.04
C 0.10698 1.98683 -3.38667 -1.39 -0.08 2.36 -0.06
C 1.29240 2.86859 -3.56120 -1.25 0.51 -2.22 -0.79
O 2.15146 2.10575 -4.38715 1.93 0.29 0.31 -0.55
H 0.38634 1.15770 -2.66659 -0.61 0.62 -1.06 -0.27
H -0.28496 1.59607 -4.31624 0.55 -0.11 -0.13 0.35
H -0.77162 2.53876 -2.92590 1.00 -0.52 -0.26 0.30
H 1.61332 3.31527 -2.64792 1.06 -0.35 0.92 0.37
H 0.97503 3.73589 -4.14752 -0.08 0.29 -0.13 0.42
H 3.08577 2.41318 -4.34671 -1.08 -0.29 0.13 0.34
C 1.17345 -5.08829 -2.24451 -2.04 -0.46 0.71 -1.48
C 0.03974 -4.27282 -1.61179 1.02 1.81 -1.13 0.62
O 0.03050 -4.46662 -0.23651 -0.62 -0.30 0.26 -0.72
H 1.16910 -4.95686 -3.30212 0.42 -0.07 -0.82 0.39
H 0.90323 -6.08796 -1.95188 -0.18 -0.91 -0.49 0.41
H 2.11390 -4.99109 -1.76928 0.97 1.00 0.14 0.23
H -0.94873 -4.58041 -1.94953 0.06 -0.19 -0.55 0.38
H 0.17601 -3.14212 -1.88724 -0.23 -1.77 0.54 -0.41
H 0.63668 -3.79556 0.08617 -0.18 0.26 0.93 0.52
C -0.07644 0.73773 0.81152 1.56 -2.50 0.56 1.51
C -0.86653 0.18702 -0.35685 -1.71 3.02 -0.58 0.45
O -0.14056 -0.62009 -1.15764 2.33 -2.87 -1.27 -0.05
H 1.04472 0.67209 0.72885 -0.96 0.13 -0.78 -0.69
H -0.25843 -0.04856 1.53697 0.00 0.33 1.07 -0.45
H -0.24728 1.69630 1.25709 -0.81 0.27 -0.13 -0.80
H -1.12585 0.95143 -1.04031 -0.63 1.86 -0.30 0.22
H -1.85658 -0.22151 -0.17760 0.13 -0.42 1.01 0.07
H -0.71349 -1.06014 -1.81506 0.36 0.20 0.67 -0.34
C 3.04532 1.72664 -0.72330 -0.74 -0.29 -1.33 0.92
O 2.99924 0.68191 -1.69417 1.99 0.67 0.19 -0.56
H 3.13099 1.28089 0.24213 0.61 -0.02 0.98 -0.10
H 2.04631 2.12814 -0.77015 -0.20 1.08 0.43 -1.04
H 3.81103 2.51316 -0.92645 -0.45 -0.79 0.05 0.43
H 2.09223 0.51831 -1.88589 -0.93 -0.56 -0.27 0.13
```
Forces are in eV/Å.

Summary:
SMILES = NC(N)=O.NC(N)=O.NC(N)=O.NC(N)=O.CCO.CCO.CCO.CCO.CCO.CCO.CCO.CO
LUMO level = 0.239 eV
highest occupied orbital energy = -8.39 eV
total charge = 0
E = -57193.0020 eV